Record 1
{
  "formula": "C11H13ClN2O3",
  "method": "ωB97M-V/def2-TZVPD",
  "max_force_ev_per_a": 16.97,
  "de_lowest_ev": 10.081,
  "e_lumo_ev": 0.553,
  "species": ["O", "C", "N", "C", "H", "C", "N", "C", "O", "C", "C", "C", "C", "O", "H", "H", "H", "C", "H", "C", "H", "H", "H", "H", "H", "H", "C", "H", "H", "Cl"],
  "positions_angstrom": [[-3.30760, 1.20157, 1.32436], [-2.24647, 1.20064, 1.90959], [-1.32835, 0.52867, 1.28611], [0.20447, 0.41952, 1.69424], [0.63534, -0.52032, 1.77856], [1.19957, 0.99365, 0.61339], [1.03222, 0.26799, -0.66065], [1.92613, -0.13862, -1.31797], [3.04098, -0.18696, -0.81782], [1.75811, -0.95541, -2.46838], [2.60563, -1.55696, -3.41235], [2.12374, -2.09603, -4.53186], [0.96693, -1.85890, -4.13481], [0.45471, -1.30794, -3.11486], [-0.00269, -2.18294, -4.82855], [2.68653, -2.81908, -5.17061], [3.91643, -1.46635, -2.92531], [-0.42141, 0.45949, -1.10957], [-0.88226, 1.69469, -1.17195], [-1.42465, -0.26085, -0.11179], [-1.11066, -1.13247, -0.10754], [-2.47826, -0.19727, -0.46383], [-0.71974, 0.03251, -2.14920], [0.83016, 1.93507, 0.51354], [2.03116, 1.15130, 0.71327], [0.28139, 0.86817, 2.67015], [-1.75907, 1.80525, 3.23383], [-1.24034, 2.52910, 3.04952], [-2.76899, 2.17267, 3.43257], [-1.53912, 0.49851, 4.43868]],
  "forces_ev_per_angstrom": [[-2.3, 1.6, 1.4], [0.6, -1.1, -1.2], [7.8, -4.7, -3.5], [-0.9, 1.7, -0.8], [-0.6, -2.7, 0.5], [-16.3, -3.7, -2.2], [-14.1, 6.6, 6.1], [8.8, -5.7, -4.2], [2.9, 0.6, 0.0], [-0.6, -2.2, -4.6], [9.6, 4.3, 8.9], [6.0, -2.6, -1.8], [-14.9, -3.5, -7.3], [2.8, 2.2, 2.7], [2.2, 0.5, 1.5], [-1.3, 1.2, 0.2], [-4.2, -0.4, -2.0], [-2.9, 1.8, -1.1], [2.2, -3.5, 0.3], [-2.7, 11.0, 0.5], [2.7, -8.5, 1.3], [0.9, 0.1, 0.2], [1.2, 0.8, 2.0], [-1.3, 3.1, -1.2], [16.2, 1.6, 3.4], [0.5, 0.4, 0.0], [-10.2, -8.0, 0.9], [7.1, 7.6, -1.0], [0.3, 0.6, 1.1], [0.7, 0.8, -0.2]]
}



Record 2
{
  "formula": "C42H36GeKN11O3S2",
  "method": "ωB97M-V/def2-TZVPD",
  "max_force_ev_per_a": 3.20,
  "multiplicity": 2,
  "de_lowest_ev": 2.095,
  "e_lumo_ev": [2.189, 2.160],
  "total_charge": -1,
  "species": ["K", "N", "C", "N", "C", "N", "C", "C", "N", "C", "C", "N", "H", "H", "H", "H", "H", "O", "C", "C", "C", "C", "C", "C", "C", "N", "C", "C", "N", "H", "H", "H", "H", "H", "H", "H", "N", "C", "H", "C", "Ge", "C", "C", "C", "C", "C", "C", "C", "C", "C", "C", "C", "C", "C", "C", "C", "C", "H", "H", "H", "H", "H", "H", "H", "H", "H", "H", "H", "H", "H", "H", "H", "N", "C", "C", "C", "C", "C", "C", "S", "O", "O", "N", "C", "S", "C", "C", "N", "H", "H", "H", "H", "H", "H", "H", "H"],
  "positions_angstrom": [[0.69631, -0.24389, 0.28716], [-3.56658, -1.87500, 1.06370], [-2.74349, -0.87250, 1.40919], [-1.85442, -0.67298, 0.48204], [-2.16391, -1.60012, -0.47659], [-3.20619, -2.35659, -0.14377], [-1.43585, -1.71576, -1.69960], [-1.79709, -2.64466, -2.67917], [-1.10652, -2.83295, -3.78344], [-0.01740, -2.04310, -3.92829], [0.31130, -1.07774, -3.00377], [-0.36643, -0.89150, -1.87970], [-4.28181, -2.33226, 1.60532], [-2.83104, -0.30918, 2.31128], [-2.68223, -3.25312, -2.54906], [0.56317, -2.20701, -4.82583], [1.14917, -0.40948, -3.16133], [1.21217, 1.69903, -1.10414], [2.16665, 1.70404, -2.04018], [2.04238, 2.40852, -3.23524], [3.05310, 2.45880, -4.17838], [4.23576, 1.77510, -3.95340], [4.36120, 1.01004, -2.81371], [3.34260, 0.94318, -1.85733], [3.53693, 0.07954, -0.70753], [3.22059, 0.32829, 0.54247], [3.67045, -0.72298, 1.26791], [4.26446, -1.64128, 0.45379], [4.18704, -1.11614, -0.80457], [1.10720, 2.91095, -3.41925], [2.91082, 3.03622, -5.08019], [5.05152, 1.83613, -4.65659], [5.28464, 0.47478, -2.63282], [3.55464, -0.74723, 2.33278], [4.72257, -2.59410, 0.64101], [4.48016, -1.57164, -1.65197], [1.95322, 2.28669, 2.68796], [2.31699, 3.18406, 2.05407], [1.64938, 1.46594, 3.17989], [1.36665, 4.70050, -0.84357], [0.06605, 3.16057, -0.89296], [-0.96549, 2.97999, 0.79134], [-0.86167, 2.00218, 1.76395], [-1.72618, 1.98036, 2.84614], [-2.72731, 2.93071, 2.95445], [-2.84085, 3.91740, 1.98817], [-1.95907, 3.94247, 0.92540], [-1.26685, 3.40861, -2.36210], [-1.02779, 4.39048, -3.31428], [-1.97514, 4.72411, -4.27452], [-3.20445, 4.10016, -4.27737], [-3.49782, 3.09864, -3.32867], [-4.74787, 2.45152, -3.30291], [-5.02125, 1.46001, -2.38852], [-4.03281, 1.05992, -1.49250], [-2.80116, 1.67291, -1.48895], [-2.50869, 2.72136, -2.37497], [0.92935, 5.61482, -1.23207], [2.24512, 4.45290, -1.43484], [1.67967, 4.87381, 0.18087], [-0.11263, 1.23161, 1.68001], [-1.61014, 1.20832, 3.59540], [-3.42127, 2.90622, 3.78379], [-3.61878, 4.66666, 2.05693], [-2.04802, 4.71025, 0.16476], [-0.08297, 4.92271, -3.30434], [-1.73818, 5.48328, -5.00880], [-3.96138, 4.36626, -5.00309], [-5.49449, 2.74560, -4.02927], [-5.99728, 0.98851, -2.37487], [-4.23280, 0.24705, -0.81269], [-2.03337, 1.32008, -0.81660], [2.57240, -6.55923, 5.61800], [2.04542, -5.35472, 5.17499], [2.89194, -4.30831, 4.79706], [2.36781, -3.10915, 4.35995], [0.99786, -2.92946, 4.31779], [0.15195, -3.94207, 4.73107], [0.66665, -5.14794, 5.16536], [0.33603, -1.56271, 3.37060], [-1.09975, -1.55294, 3.54519], [1.00489, -0.33851, 3.75887], [0.83693, -1.91047, 1.90368], [0.32469, -2.87717, 1.17800], [-0.94995, -3.97955, 1.75852], [-0.89086, -4.77436, 0.21434], [0.03308, -4.18404, -0.57130], [0.71461, -3.14295, -0.03121], [3.51207, -6.74687, 5.30427], [1.95039, -7.35150, 5.56281], [3.96099, -4.46442, 4.81668], [3.00083, -2.30067, 4.03295], [-0.91083, -3.76840, 4.68652], [0.00233, -5.94853, 5.46298], [-1.54880, -5.59019, -0.00027], [0.26667, -4.46589, -1.58287]],
  "forces_ev_per_angstrom": [[0.1, 0.5, -1.0], [0.1, 0.5, 0.3], [-0.6, -0.3, 0.3], [-0.1, 0.5, 0.1], [-0.2, -0.4, -0.5], [-0.4, -0.6, -0.5], [-0.9, -0.5, -0.1], [0.2, 0.1, -0.1], [-1.1, -0.8, 0.0], [1.0, 0.7, -0.2], [0.0, -0.4, -0.5], [0.3, 0.9, -0.1], [0.2, 0.1, -0.1], [-0.1, 0.0, 0.3], [-0.1, -0.1, 0.1], [0.2, 0.2, -0.1], [0.2, 0.0, -0.2], [-0.6, 1.1, -0.1], [0.8, -0.1, -0.4], [-0.2, 0.1, 0.0], [0.0, -0.1, 0.2], [0.0, 0.1, -0.2], [-0.3, 0.0, 0.2], [-0.1, 0.3, -0.4], [0.3, -0.2, 0.3], [0.3, 0.6, -0.3], [0.4, -0.4, 0.2], [0.2, -0.1, 0.2], [-0.1, 0.1, -0.1], [-0.1, 0.1, -0.1], [0.0, 0.0, -0.1], [0.1, 0.0, -0.1], [0.0, 0.0, 0.0], [-0.1, -0.1, 0.2], [0.0, -0.1, 0.1], [-0.1, 0.1, 0.0], [0.2, 0.1, 0.2], [0.1, 0.2, 0.0], [-0.1, -0.5, 0.2], [-0.6, -0.6, -0.1], [0.6, 0.6, 0.0], [0.4, 0.0, -0.7], [0.1, -0.2, -0.1], [0.1, -0.1, 0.1], [0.0, 0.0, 0.0], [-0.1, 0.1, 0.1], [0.1, 0.2, -0.2], [0.7, 0.4, 0.0], [0.5, -0.6, 1.1], [-1.0, -0.1, -0.5], [0.6, 0.3, 0.0], [0.2, -0.1, 0.2], [-0.4, -0.4, 0.2], [-0.2, 0.6, -0.7], [0.7, 0.0, 0.4], [-0.4, -0.5, 0.2], [-0.1, 0.2, -0.4], [-0.2, 0.1, -0.1], [0.0, -0.1, 0.0], [0.0, -0.1, 0.1], [-0.3, 0.4, 0.4], [0.0, -0.1, 0.0], [0.0, 0.0, 0.1], [0.0, 0.0, 0.0], [-0.2, 0.1, 0.0], [0.0, 0.0, 0.0], [-0.1, 0.0, 0.0], [0.0, 0.0, -0.1], [-0.1, 0.0, 0.0], [0.1, 0.0, 0.0], [0.1, -0.1, 0.1], [-0.1, -0.1, 0.1], [0.2, -0.2, 0.1], [-0.3, 0.2, 0.1], [0.0, 0.0, 0.0], [0.1, 0.0, 0.1], [-0.4, 0.4, -0.2], [-0.1, 0.1, 0.1], [0.2, 0.0, 0.0], [0.4, -0.9, -0.7], [0.0, -0.2, 0.3], [0.5, 0.5, 0.1], [0.5, 0.8, 3.1], [-1.2, -1.9, 0.0], [0.1, -0.1, -0.8], [0.0, 0.0, 0.4], [-0.2, -0.4, -0.1], [0.7, 0.5, 0.0], [-0.1, -0.1, 0.0], [0.2, 0.1, -0.1], [0.1, 0.0, 0.0], [0.2, 0.0, -0.1], [-0.1, -0.1, 0.0], [0.0, 0.0, 0.0], [-0.1, -0.2, -0.2], [-0.1, -0.1, -0.2]]
}



Asked for E_tot across the records above, the calculation gives -33251.01186, -161185.11052 eV in order.